1.
The following is a DFT calculation (ωB97M-V/def2-TZVPD) of a 2-piece molecular cluster, CH6S2 overall in a non-equilibrium geometry.

* charge: 0
* relative energy (zero: lowest compared OMol25 entry of this formula, charge and spin): 0.310 eV
* Kohn-Sham gap: 9.48 eV
* E_LUMO: 0.390 eV
* SMILES: SS.C
* DFT total energy: -838.04331 a.u.

Structure (XYZ):
```
9
CH6S2 | the Open Molecules 2025 dataset | ωB97M-V/def2-TZVPD
C 1.25 0.00 1.62
H 2.30 0.21 1.89
H 1.08 -1.10 1.45
H 1.03 0.63 0.77
H 0.47 0.37 2.36
S -2.38 0.16 -2.78
S -1.18 0.14 -1.08
H -1.39 0.75 -3.50
H -1.18 -1.15 -0.74
```

2.
The following is a DFT calculation (ωB97M-V/def2-TZVPD) of one molecule with the formula C5H11ClSi in a non-equilibrium geometry.

* charge: 0
* expectation value of S²: 2.006
* relative energy (zero: lowest compared OMol25 entry of this formula, charge and spin): 1.487 eV
* Kohn-Sham gap (alpha / beta): 5.83 / 7.93 eV
* multiplicity: 3
* E_LUMO (alpha / beta): 0.809 / -2.253 eV
* DFT total energy: -946.62978 a.u.

Structure (XYZ):
```
18
C5H11ClSi | the Open Molecules 2025 dataset | ωB97M-V/def2-TZVPD
C 0.22 0.66 -0.10
C 0.03 -0.64 0.06
C -0.85 1.67 -0.51
C 1.55 1.26 0.07
C 1.10 -1.57 0.68
Si -1.70 -1.33 -0.05
Cl -1.81 -1.62 -2.12
H -0.99 2.17 0.43
H -1.72 1.22 -0.80
H -0.51 2.35 -1.30
H 1.33 1.99 0.83
H 1.87 1.73 -0.84
H 2.19 0.49 0.46
H 1.81 -1.60 -0.19
H 1.60 -1.19 1.55
H 0.76 -2.57 0.84
H -2.72 -0.47 0.21
H -2.16 -2.55 0.78
```

3.
The following is a DFT calculation (ωB97M-V/def2-TZVPD) of one molecule with the formula C8H11BO in a non-equilibrium geometry.

* charge: 0
* relative energy (zero: lowest compared OMol25 entry of this formula, charge and spin): 0.618 eV
* Kohn-Sham gap: 8.83 eV
* E_LUMO: 0.630 eV
* SMILES: C=C(B(C)C)c1ccco1
* DFT total energy: -411.45640 a.u.

Structure (XYZ):
```
21
C8H11BO | the Open Molecules 2025 dataset | ωB97M-V/def2-TZVPD
B -1.42 0.05 0.16
C 3.04 1.02 -0.42
C 1.63 0.94 -0.42
C 3.40 -0.13 0.14
C 1.19 -0.30 -0.08
C -0.27 -2.21 0.39
C -0.15 -0.83 0.25
C -1.80 1.25 1.06
C -2.49 -0.25 -0.97
O 2.36 -0.93 0.34
H 3.53 1.91 -0.79
H 1.11 1.74 -0.91
H 4.35 -0.54 0.33
H 0.55 -2.81 0.24
H -1.23 -2.71 0.69
H -2.89 1.42 1.18
H -1.51 2.19 0.60
H -1.44 1.18 2.11
H -1.90 -0.11 -1.85
H -3.33 0.41 -1.01
H -2.74 -1.29 -1.02
```